Computed, not measured: a structure of composition C19H31IN2OPPt in a non-equilibrium geometry, with ωB97M-V with the def2-TZVPD basis set.

Calculated values
Kohn-Sham gap: 3.83 eV
HOMO: -11.309 eV

```
! RIJCOSX wB97M-V def2-TZVPD def2/J DEFGRID3
* xyz 1 1
C 0.284 -2.428 3.907
C 0.365 -1.283 3.538
C 0.426 0.030 2.974
P 0.898 0.218 0.988
C 2.448 -0.890 1.360
C 1.384 0.353 -0.894
C 2.025 -0.883 -1.560
C 3.527 -0.792 -1.848
C -0.299 -1.252 0.637
C -1.007 -1.467 -0.713
C -1.989 -0.424 -1.267
C -2.459 -0.829 -2.678
C -3.301 -2.109 -2.718
N -2.531 -3.269 -3.224
C 1.979 1.798 1.605
C 2.646 2.880 0.809
O 2.264 3.983 0.633
I 4.635 2.411 0.026
C -0.526 1.531 0.758
C -1.797 1.449 1.318
C -2.736 2.442 1.068
C -2.369 3.507 0.254
C -1.080 3.494 -0.269
N -0.196 2.541 -0.025
H 0.282 -3.383 4.382
H 1.223 0.563 3.563
H -0.545 0.519 3.175
H 2.322 -1.921 1.046
H 2.723 -0.879 2.416
H 3.272 -0.394 0.848
H 0.473 0.603 -1.430
H 2.062 1.190 -1.076
H 1.744 -1.825 -1.093
H 1.545 -0.926 -2.546
H 4.160 -0.988 -0.988
H 3.759 0.173 -2.297
H 3.765 -1.544 -2.604
H -1.122 -1.208 1.356
H 0.202 -2.196 0.868
H -0.345 -1.782 -1.521
H -1.620 -2.362 -0.544
H -2.882 -0.397 -0.638
H -1.579 0.582 -1.350
H -1.590 -0.990 -3.324
H -3.029 -0.018 -3.129
H -4.160 -1.994 -3.378
H -3.692 -2.343 -1.719
H -2.862 -4.128 -2.802
H -1.555 -3.186 -2.968
H 1.248 2.331 2.299
H 2.783 1.432 2.251
H -2.092 0.614 1.942
H -3.726 2.379 1.498
H -3.049 4.317 0.036
H -0.781 4.316 -0.911
Pt 0.480 2.432 3.958
*
```

Atom charges from the Mulliken analysis, given in e for atoms 1 to 2:
1 C 0.297
2 C -1.211



Computed, not measured: an isolated molecule of CHBr2F2OP in a non-equilibrium geometry, with ωB97M-V with the def2-TZVPD basis set.

Calculated values
Kohn-Sham gap: 9.64 eV
ΔE to the lowest compared entry with this formula, charge and spin: 2.942 eV
SMILES: F[PH]1(F)OC1(Br)Br
HOMO: -9.883 eV

```
! RIJCOSX wB97M-V def2-TZVPD def2/J DEFGRID3
* xyz 0 1
C 2.256 0.065 0.127
O 1.690 0.692 1.252
F -0.730 1.478 0.851
F 0.799 2.042 -0.703
P 0.516 0.714 0.178
Br 2.270 -1.843 0.127
Br 3.915 1.031 -0.164
H -0.316 -0.391 0.257
*
```

Atom charges from the Mulliken analysis, given in e for atoms 1 to 2:
1 C 0.055
2 O -0.240



Computed, not measured: an isolated molecule of C3H4O2 in a non-equilibrium geometry, with ωB97M-V with the def2-TZVPD basis set.

Calculated values
Kohn-Sham gap: 10.83 eV
ΔE to the lowest compared entry with this formula, charge and spin: 1.901 eV
SMILES: O=CCC=O
HOMO: -10.211 eV

```
! RIJCOSX wB97M-V def2-TZVPD def2/J DEFGRID3
* xyz 0 1
C 0.430 0.271 -1.000
C -0.933 -0.123 0.610
C 0.578 -0.170 0.448
O -0.201 1.332 -1.116
O -1.528 -0.822 -0.223
H 1.001 -0.210 -1.804
H -1.397 0.328 1.497
H 1.096 0.582 1.041
H 0.954 -1.188 0.549
*
```

Atom charges from the Mulliken analysis, given in e for atoms 1 to 2:
1 C 0.079
2 C 0.079



Computed, not measured: a cluster of 5 separate species, C2H13NO4 in total in a non-equilibrium geometry, with ωB97M-V with the def2-TZVPD basis set.

Calculated values
Kohn-Sham gap: 10.48 eV
ΔE to the lowest compared entry with this formula, charge and spin: 2.347 eV
SMILES: C=NC.O.O.O.O
HOMO: -10.007 eV

```
! RIJCOSX wB97M-V def2-TZVPD def2/J DEFGRID3
* xyz 0 1
C -0.130 1.717 1.570
C 0.221 2.305 -0.607
N -0.121 2.774 0.510
H 0.873 1.713 1.989
H -0.183 0.730 1.082
H -1.018 1.796 2.184
H 0.535 1.296 -0.905
H 0.520 2.954 -1.432
H 0.980 3.922 3.746
H -0.093 3.191 4.389
O 0.138 4.103 4.199
H 2.911 -6.203 -0.938
H 1.496 -5.931 -0.175
O 2.349 -5.585 -0.450
H -5.301 0.244 -0.122
H -5.052 1.293 -1.274
O -5.417 1.150 -0.409
H 1.786 -3.867 -4.032
H 3.165 -4.009 -4.547
O 2.340 -3.591 -4.777
*
```

Atom charges from the Mulliken analysis, given in e for atoms 1 to 2:
1 C -0.752
2 C -0.249



Computed, not measured: a structure of composition C14H14ClCs, with ωB97M-V with the def2-TZVPD basis set.

Calculated values
Kohn-Sham gap: 4.81 eV
HOMO: -5.349 eV

```
! RIJCOSX wB97M-V def2-TZVPD def2/J DEFGRID3
* xyz 0 1
Cs 0.672 -0.367 -1.824
C 0.490 3.639 1.542
C 1.658 2.754 1.201
C 2.468 3.043 0.104
C 3.527 2.217 -0.241
C 3.797 1.082 0.512
C 3.008 0.789 1.615
C 1.946 1.617 1.952
H 0.721 4.684 1.336
H 0.215 3.544 2.591
H -0.379 3.364 0.941
H 2.267 3.933 -0.482
H 4.150 2.466 -1.091
H 4.628 0.439 0.249
H 3.225 -0.081 2.221
H 1.335 1.381 2.816
Cl -2.079 -6.036 -0.642
C -2.246 -4.302 -0.796
C -2.476 -3.734 -2.042
C -2.594 -2.363 -2.165
C -2.443 -1.483 -1.059
C -2.392 -0.069 -1.216
C -2.269 -2.119 0.201
C -2.158 -3.491 0.327
H -2.580 -4.373 -2.910
H -2.782 -1.937 -3.146
H -2.550 0.513 -0.309
H -2.916 0.336 -2.080
H -2.216 -1.504 1.093
H -2.025 -3.942 1.303
*
```

Atom charges from the Mulliken analysis, given in e for atoms 1 to 2:
1 Cs 0.851
2 C -1.357



Computed, not measured: a structure of composition C30H52BrN3P2PdS in a non-equilibrium geometry, with ωB97M-V with the def2-TZVPD basis set.

Calculated values
Kohn-Sham gap (alpha / beta): 7.25 / 4.52 eV
ΔE to the lowest compared entry with this formula, charge and spin: 0.000 eV
HOMO (alpha / beta): -18.124 / -18.116 eV
expectation value of S²: 6.0684

```
! RIJCOSX wB97M-V def2-TZVPD def2/J DEFGRID3
* xyz 4 5
N -7.182 5.686 -6.385
C -6.842 6.289 -5.246
C -6.106 5.634 -4.247
C -5.672 4.309 -4.464
C -6.024 3.703 -5.690
C -6.806 4.427 -6.608
C -4.861 3.618 -3.445
Pd -0.015 -0.117 0.484
P 6.164 -0.921 -0.578
C -3.699 2.966 -3.719
C -2.835 2.318 -2.735
C -1.706 1.600 -3.180
C -0.831 0.956 -2.292
C -1.122 0.994 -0.926
C -2.197 1.728 -0.448
C -3.067 2.371 -1.344
Br 1.930 -1.168 1.709
H -5.219 3.696 -2.413
H -3.355 2.951 -4.764
H -5.834 6.168 -3.339
H -5.714 2.685 -5.928
H -7.160 7.325 -5.104
H -7.121 3.965 -7.548
H -1.539 1.559 -4.257
H -3.928 2.923 -0.966
H 0.048 0.448 -2.683
H -2.393 1.799 0.619
P -0.519 -2.078 -0.583
C 5.598 0.838 -0.449
C 6.677 1.824 -0.897
H 5.339 0.988 0.608
H 4.687 0.949 -1.054
H 6.490 2.796 -0.431
H 7.678 1.488 -0.601
H 6.667 1.967 -1.983
C 5.326 -1.361 -2.173
C 5.996 -2.518 -2.912
H 5.358 -0.447 -2.784
H 4.277 -1.592 -1.941
H 5.707 -2.484 -3.968
H 7.089 -2.456 -2.857
H 5.682 -3.488 -2.512
C 5.023 -1.715 0.638
C 5.721 -2.072 1.949
H 4.616 -2.611 0.148
H 4.172 -1.033 0.825
H 5.145 -2.851 2.459
H 6.736 -2.448 1.770
H 5.784 -1.209 2.623
C -0.424 -3.440 0.654
C -1.573 -4.444 0.708
H -0.300 -2.929 1.619
H 0.528 -3.959 0.466
H -2.502 -3.992 1.072
H -1.758 -4.906 -0.269
H -1.306 -5.248 1.406
C 0.630 -2.580 -1.918
C 0.093 -2.557 -3.353
H 1.013 -3.582 -1.663
H 1.468 -1.877 -1.804
H -0.412 -3.495 -3.620
H -0.601 -1.728 -3.527
H 0.931 -2.432 -4.049
C -2.216 -2.071 -1.273
C -3.271 -1.551 -0.292
H -2.476 -3.080 -1.631
H -2.177 -1.422 -2.159
H -4.009 -0.951 -0.842
H -3.811 -2.365 0.209
H -2.831 -0.903 0.480
C 1.109 2.047 7.011
C -0.069 1.575 6.177
N 0.467 1.075 4.880
C -0.236 0.117 4.187
S -1.031 0.511 2.711
N -0.333 -1.105 4.734
C 0.074 -1.539 6.093
C -1.114 -1.962 6.944
H 1.849 1.251 7.152
H 0.772 2.368 7.996
H 1.584 2.903 6.523
H -0.648 0.787 6.680
H -0.740 2.409 5.919
H 0.689 1.871 4.279
H -0.704 -1.815 4.111
H 0.747 -2.393 5.935
H 0.654 -0.740 6.563
H -1.615 -2.823 6.489
H -0.768 -2.270 7.936
H -1.841 -1.153 7.088
*
```

Atom charges from the Mulliken analysis, given in e for atoms 1 to 2:
1 N 0.070
2 C -0.398



Computed, not measured: a cluster of 5 separate species, C42H84FN4O14 in total in a non-equilibrium geometry, with ωB97M-V with the def2-TZVPD basis set.

Calculated values
Kohn-Sham gap: 9.33 eV
HOMO: -11.896 eV

```
! RIJCOSX wB97M-V def2-TZVPD def2/J DEFGRID3
* xyz 1 1
C 3.083 -2.359 4.237
C 3.344 -3.837 4.816
C 4.927 -4.109 4.846
C 5.405 -5.256 3.825
C 4.817 -5.087 2.341
C 5.545 -3.933 1.484
C 4.468 -3.330 0.445
C 5.174 -2.741 -0.877
C 4.545 -1.347 -1.372
C 4.688 -0.198 -0.258
C 4.547 1.248 -0.948
C 3.553 2.233 -0.166
C 3.704 2.181 1.438
C 2.465 1.352 2.050
C 1.637 2.338 3.024
C 0.068 2.051 2.735
C -0.303 0.698 3.529
C -0.739 -0.523 2.536
N -2.038 -1.050 3.065
C -2.087 -1.617 4.377
O -1.010 -1.781 5.271
N -3.457 -2.007 4.626
C -4.201 -1.653 3.426
N -5.513 -1.821 3.190
C -6.360 -2.461 4.236
C -7.502 -3.293 3.490
F -8.547 -3.584 4.441
N -3.274 -1.092 2.491
O -3.414 -0.588 1.253
C -3.941 -1.570 0.305
C -3.408 -3.059 0.507
C -3.855 -4.026 -0.724
C -5.293 -3.647 -1.331
H 2.062 -1.969 4.607
H 3.046 -2.344 3.086
H 3.872 -1.617 4.584
H 2.961 -3.865 5.898
H 2.754 -4.593 4.207
H 5.523 -3.154 4.609
H 5.181 -4.497 5.898
H 5.090 -6.281 4.248
H 6.552 -5.283 3.739
H 4.994 -6.071 1.791
H 3.701 -4.875 2.301
H 5.938 -3.160 2.219
H 6.401 -4.402 0.892
H 3.776 -4.174 0.099
H 3.802 -2.533 0.911
H 6.304 -2.586 -0.759
H 5.011 -3.499 -1.710
H 5.142 -1.004 -2.284
H 3.455 -1.441 -1.711
H 3.895 -0.400 0.542
H 5.705 -0.235 0.250
H 5.568 1.758 -0.985
H 4.133 1.096 -2.005
H 2.492 1.969 -0.499
H 3.728 3.318 -0.493
H 4.682 1.676 1.763
H 3.769 3.258 1.816
H 2.874 0.429 2.580
H 1.731 0.972 1.257
H 1.857 3.441 2.806
H 1.861 2.079 4.112
H -0.133 1.987 1.608
H -0.510 2.951 3.157
H -1.175 0.966 4.227
H 0.550 0.367 4.200
H -0.861 -0.035 1.511
H 0.102 -1.296 2.569
H -1.418 -1.643 6.158
H -5.852 -1.519 2.266
H -5.758 -3.173 4.907
H -6.844 -1.662 4.884
H -7.130 -4.244 2.978
H -7.970 -2.611 2.709
H -5.076 -1.468 0.271
H -3.573 -1.233 -0.733
H -3.894 -3.536 1.437
H -2.268 -3.089 0.623
H -3.959 -5.083 -0.284
H -3.090 -3.962 -1.560
H -5.253 -2.848 -2.151
H -6.024 -3.290 -0.520
H -5.767 -4.579 -1.787
C 10.205 5.779 -2.919
C 10.212 4.282 -2.670
O 8.878 3.788 -2.497
C 8.185 3.587 -3.629
O 8.587 3.776 -4.749
O 6.953 3.159 -3.293
C 6.082 2.974 -4.407
H 9.651 6.296 -2.131
H 11.224 6.169 -2.952
H 9.713 6.019 -3.864
H 10.748 4.069 -1.743
H 10.726 3.743 -3.471
H 6.537 2.332 -5.163
H 5.815 3.942 -4.835
H 5.172 2.491 -4.049
C -4.530 -1.964 -8.608
C -3.584 -2.962 -7.968
O -2.726 -2.315 -7.018
C -3.270 -2.077 -5.818
O -4.391 -2.363 -5.474
O -2.356 -1.442 -5.064
C -2.835 -1.066 -3.779
H -3.974 -1.124 -9.030
H -5.113 -2.438 -9.400
H -5.223 -1.549 -7.871
H -2.936 -3.392 -8.734
H -4.126 -3.790 -7.503
H -3.269 -1.919 -3.252
H -3.566 -0.260 -3.875
H -1.987 -0.698 -3.199
C 3.275 10.008 -6.430
C 3.116 9.888 -4.926
O 3.410 8.555 -4.488
C 4.713 8.262 -4.364
O 5.633 9.012 -4.577
O 4.817 6.979 -3.981
C 6.162 6.514 -3.880
H 2.683 9.245 -6.940
H 2.957 10.994 -6.774
H 4.315 9.858 -6.730
H 2.078 10.087 -4.652
H 3.735 10.617 -4.396
H 6.763 7.169 -3.247
H 6.602 6.430 -4.876
H 6.143 5.523 -3.426
C -11.307 -3.261 4.577
C -11.670 -2.043 5.403
O -11.881 -0.901 4.563
C -13.081 -0.839 3.964
O -13.974 -1.640 4.080
O -13.106 0.261 3.194
C -14.307 0.411 2.440
H -10.463 -3.043 3.925
H -11.050 -4.103 5.222
H -12.137 -3.561 3.933
H -10.840 -1.793 6.068
H -12.543 -2.229 6.034
H -15.189 0.353 3.081
H -14.352 -0.346 1.655
H -14.287 1.396 1.972
*
```

Atom charges from the Mulliken analysis, given in e for atoms 1 to 2:
1 C -0.142
2 C -0.589



Computed, not measured: the ion C6H6N with charge +1 in a non-equilibrium geometry, with ωB97M-V with the def2-TZVPD basis set.

Calculated values
Kohn-Sham gap: 7.68 eV
ΔE to the lowest compared entry with this formula, charge and spin: 2.499 eV
HOMO: -14.896 eV

```
! RIJCOSX wB97M-V def2-TZVPD def2/J DEFGRID3
* xyz 1 1
C 1.191 -0.774 -0.909
C 0.236 -0.208 -0.188
C 2.176 -1.273 -1.527
C -1.713 -0.134 0.693
C 0.146 1.074 0.499
C -1.095 1.142 0.971
N -0.893 -0.836 -0.115
H 2.797 -1.033 -2.415
H 2.787 -2.006 -1.037
H -1.802 -0.610 1.582
H -2.791 -0.239 0.263
H 1.015 1.845 0.483
H -1.524 1.869 1.522
*
```

Atom charges from the Mulliken analysis, given in e for atoms 1 to 2:
1 C 0.360
2 C 0.856



Computed, not measured: a cluster of 9 separate species, C16H51NO15 in total in a non-equilibrium geometry, with ωB97M-V with the def2-TZVPD basis set.

Calculated values
Kohn-Sham gap: 8.60 eV
ΔE to the lowest compared entry with this formula, charge and spin: 0.000 eV
SMILES: COCCNCCOC.OCCO.OCCO.OCCO.OCCO.OCCO.O.O.O
HOMO: -8.256 eV

```
! RIJCOSX wB97M-V def2-TZVPD def2/J DEFGRID3
* xyz 0 1
C -9.040 -20.331 -9.672
O -7.771 -20.373 -9.070
C -7.000 -19.208 -9.067
C -6.265 -19.090 -7.736
N -5.660 -20.328 -7.301
C -4.723 -20.925 -8.243
C -3.876 -21.953 -7.490
O -2.906 -22.591 -8.258
C -3.467 -23.399 -9.292
H -9.791 -20.508 -8.889
H -9.180 -21.087 -10.445
H -9.292 -19.356 -10.100
H -7.584 -18.283 -9.133
H -6.283 -19.240 -9.894
H -6.882 -18.669 -6.941
H -5.453 -18.344 -7.881
H -5.351 -20.348 -6.344
H -4.002 -20.197 -8.655
H -5.317 -21.445 -8.998
H -4.498 -22.703 -6.971
H -3.343 -21.429 -6.685
H -3.933 -22.776 -10.064
H -4.198 -24.093 -8.866
H -2.643 -23.914 -9.777
C -7.327 -19.397 -14.868
C -8.754 -19.499 -15.291
O -9.106 -18.430 -16.203
O -7.017 -18.252 -14.136
H -6.676 -19.540 -15.765
H -6.986 -20.289 -14.327
H -9.432 -19.411 -14.438
H -9.011 -20.474 -15.704
H -8.652 -18.580 -17.041
H -7.281 -17.487 -14.660
C -14.270 -15.361 -9.790
C -13.788 -16.238 -10.930
O -12.378 -16.341 -10.991
O -13.955 -13.997 -10.107
H -13.813 -15.684 -8.844
H -15.357 -15.457 -9.681
H -14.176 -15.787 -11.857
H -14.237 -17.229 -10.866
H -12.028 -15.456 -11.170
H -14.586 -13.424 -9.667
C -12.637 -17.445 -15.930
C -11.996 -16.794 -14.719
O -10.646 -16.419 -14.977
O -11.968 -18.643 -16.224
H -12.635 -16.796 -16.817
H -13.685 -17.649 -15.700
H -11.955 -17.628 -13.997
H -12.524 -15.976 -14.239
H -10.119 -17.184 -15.243
H -11.064 -18.454 -16.521
C -8.859 -16.322 -11.046
C -8.612 -15.688 -12.393
O -9.737 -14.915 -12.799
O -8.670 -15.344 -9.980
H -8.131 -17.114 -10.855
H -9.849 -16.793 -11.060
H -8.396 -16.414 -13.182
H -7.734 -15.028 -12.358
H -9.993 -15.315 -13.642
H -8.797 -14.470 -10.363
C -13.543 -23.229 -13.856
C -12.818 -23.455 -15.169
O -11.597 -24.208 -15.029
O -13.103 -21.999 -13.253
H -13.310 -24.060 -13.181
H -14.627 -23.213 -14.017
H -12.625 -22.513 -15.693
H -13.501 -24.027 -15.805
H -11.116 -23.907 -14.252
H -13.230 -22.068 -12.299
O -13.354 -20.652 -10.452
H -14.272 -20.896 -10.289
H -13.100 -20.061 -9.725
O -11.355 -19.263 -12.000
H -12.019 -19.969 -12.013
H -11.739 -18.596 -11.420
O -11.951 -18.312 -9.133
H -11.141 -18.414 -8.622
H -11.836 -17.468 -9.619
*
```

Atom charges from the Mulliken analysis, given in e for atoms 1 to 2:
1 C -0.294
2 O -0.429



Number 1: electronic energy -45851.440 eV. Number 2: electronic energy -157909.111 eV. Number 3: electronic energy -7268.785 eV. Number 4: electronic energy -11963.120 eV. Number 5: electronic energy -27814.313 eV. Number 6: electronic energy -139317.335 eV. Number 7: electronic energy -82245.951 eV. Number 8: electronic energy -7797.244 eV. Number 9: electronic energy -49617.921 eV.